w.
# C5H12N2O

2 unconnected molecules or ions with the total composition C5H12N2O (ωB97M-V/def2-TZVPD, the Open Molecules 2025 dataset).

Summary:
Net charge: -1
LUMO (spin up / spin down) (Ha): 0.14720 / 0.14379
Orbital gap (spin up / spin down) (eV): 6.473 / 6.412
Molar mass (u): 116.16
2S+1: 2
Expectation value of S²: 0.764
Highest occupied orbital energy (spin up / spin down) (eV): -2.47 / -2.50

Each line ends with the natural charge from an NBO analysis.
Atoms and positions in Å:
N  -0.40  2.14  -2.00  -0.884
C  0.93  1.65  -1.63  -0.241
C  1.05  0.59  -0.75  0.542
N  -0.18  -0.08  -0.35  -0.678
C  -1.50  -0.86  1.50  -0.605
C  -0.08  -0.80  0.91  -0.069
C  0.47  -2.19  0.68  -0.604
O  2.16  0.06  -0.39  -0.801
H  -0.55  2.23  -2.99  0.339
H  -0.56  3.02  -1.57  0.342
H  1.81  2.20  -1.95  0.168
H  0.95  2.10  0.62  -0.278
H  -0.88  0.65  -0.33  0.379
H  -2.20  -1.46  0.82  0.196
H  -1.93  0.13  1.67  0.203
H  -1.55  -1.42  2.48  0.189
H  0.61  -0.31  1.51  0.200
H  0.54  -2.76  1.54  0.177
H  -0.15  -2.73  -0.06  0.181
H  1.48  -2.16  0.28  0.246


x.
# C5H12N2O

A gas-phase ion, C5H12N2O (charge -1) (ωB97M-V/def2-TZVPD, the Open Molecules 2025 dataset).

Summary:
Net charge: -1
LUMO (spin up / spin down) (Ha): 0.14136 / 0.13815
Orbital gap (spin up / spin down) (eV): 2.693 / 9.180
Molar mass (u): 116.16
2S+1: 2
Expectation value of S²: 0.751
Highest occupied orbital energy (spin up / spin down) (eV): 1.15 / -5.42

Each line ends with the natural charge from an NBO analysis.
Atoms and positions in Å:
C  0.70  -1.83  0.14  0.542
N  0.16  -0.50  -0.08  -0.543
C  0.24  -0.03  -1.48  -0.496
C  -1.17  -0.17  -2.19  -0.921
C  0.58  0.53  0.95  -0.247
C  -0.71  1.13  1.53  -0.233
N  -1.01  2.31  0.71  -0.938
O  1.63  -2.08  0.75  -0.588
H  0.08  -2.67  -0.35  0.088
H  1.17  -0.27  -2.09  0.191
H  0.31  1.09  -1.52  0.151
H  -1.10  0.44  -3.20  0.175
H  -1.91  0.36  -1.62  0.185
H  -1.58  -1.13  -2.00  0.193
H  1.23  0.16  1.77  0.205
H  1.24  1.40  0.59  0.195
H  -1.52  0.39  1.61  0.196
H  -0.44  1.56  2.54  0.157
H  -1.95  2.25  0.32  0.344
H  -0.47  2.56  -0.17  0.342


Of them, the most stable is w and the least stable is x.


w.
# C8H12N2

A molecular structure, C8H12N2 (ωB97M-V/def2-TZVPD, the Open Molecules 2025 dataset).

Summary:
LUMO (Ha): -0.01582
Orbital gap (eV): 7.290
Molar mass (u): 136.20
Highest occupied orbital energy (eV): -7.72

Each line ends with the natural charge from an NBO analysis.
Atoms and positions in Å:
C  -1.40  1.01  -2.57  -0.685
C  -0.52  0.56  -1.39  -0.066
C  0.88  0.07  -1.38  -0.268
C  1.47  -0.22  0.00  0.198
C  0.49  -0.65  1.09  -0.058
C  1.16  -1.07  2.40  -0.677
C  -0.82  -0.19  0.91  -0.217
C  -1.32  0.38  -0.33  0.021
H  -0.94  0.24  -3.55  0.203
H  -2.54  0.35  -2.13  0.318
H  -1.25  2.21  -2.80  0.250
H  1.51  -0.59  -2.41  0.246
H  3.52  -0.02  -0.32  0.373
H  3.10  -0.16  1.19  0.356
H  1.56  -0.10  2.90  0.220
H  0.37  -1.69  3.02  0.232
H  2.17  -1.75  2.50  0.247
H  -1.19  -0.25  1.93  0.220
H  -3.07  2.12  0.27  0.287
H  -3.28  -0.34  0.65  0.384
N  2.90  -0.48  0.35  -0.801
N  -2.77  0.57  -0.33  -0.781


x.
# C8H12N2

C8H12N2 in the gas phase (ωB97M-V/def2-TZVPD, the Open Molecules 2025 dataset).

Summary:
LUMO (Ha): 0.03320
Orbital gap (eV): 9.529
Molar mass (u): 136.20
Highest occupied orbital energy (eV): -8.63

Each line ends with the natural charge from an NBO analysis.
Atoms and positions in Å:
C  -1.32  -1.04  -2.84  -0.335
C  -0.84  0.23  -2.98  -0.073
C  -0.91  -1.43  -1.53  -0.080
C  1.63  0.74  0.40  -0.447
C  0.22  1.21  0.88  -0.239
C  0.49  -0.21  0.53  0.195
C  0.10  1.67  2.30  -0.590
C  0.14  -1.45  1.33  -0.641
N  -0.12  0.58  -1.89  -0.308
N  -0.09  -0.44  -1.06  -0.144
H  -1.91  -1.53  -3.50  0.213
H  -1.04  0.81  -3.86  0.206
H  -1.10  -2.30  -0.88  0.210
H  2.12  0.99  -0.52  0.254
H  2.47  0.66  1.11  0.211
H  -0.21  1.90  0.20  0.253
H  0.78  1.07  2.81  0.198
H  -1.04  1.38  2.49  0.206
H  0.37  2.65  2.51  0.220
H  -0.88  -1.51  1.69  0.231
H  0.89  -1.53  2.02  0.229
H  0.27  -2.43  0.77  0.231


Of them, the most stable is x and the least stable is w.


w.
# CH2N4S

CH2N4S in the gas phase (ωB97M-V/def2-TZVPD, the Open Molecules 2025 dataset).

Summary:
LUMO (Ha): -0.06345
Orbital gap (eV): 6.960
Molar mass (u): 102.12
Highest occupied orbital energy (eV): -8.69

Each line ends with the natural charge from an NBO analysis.
Atoms and positions in Å:
C  -0.16  1.23  0.01  -0.086
N  -0.19  0.76  1.19  -0.240
N  0.51  -0.36  1.44  -0.088
N  0.58  -1.34  0.65  0.062
N  0.32  -1.49  -0.56  -0.322
S  -0.78  -1.71  -1.65  0.296
H  0.53  0.77  -0.69  0.167
H  -0.80  2.13  -0.38  0.210


x.
# CH2N4S

CH2N4S in the gas phase (ωB97M-V/def2-TZVPD, the Open Molecules 2025 dataset).

Summary:
LUMO (spin up / spin down) (Ha): -0.03933 / -0.04935
Orbital gap (spin up / spin down) (eV): 7.431 / 7.313
Molar mass (u): 102.12
Highest occupied orbital energy (spin up / spin down) (eV): -8.50 / -8.66

Each line ends with the natural charge from an NBO analysis.
Atoms and positions in Å:
C  0.89  0.25  -0.50  -0.389
N  0.73  0.19  0.88  -0.271
N  -0.19  -0.52  1.32  0.113
N  -1.31  -0.85  1.12  0.020
N  -1.87  0.02  -0.31  -0.609
S  -0.81  0.95  -0.96  0.713
H  1.67  0.79  -0.74  0.219
H  0.89  -0.82  -0.81  0.204


Of them, the most stable is w and the least stable is x.


w.
# C5H13NO2

A molecular structure, C5H13NO2 (ωB97M-V/def2-TZVPD, the Open Molecules 2025 dataset).

Summary:
Net charge: +1
LUMO (spin up / spin down) (Ha): -0.24457 / -0.27746
Orbital gap (spin up / spin down) (eV): 7.553 / 6.655
Molar mass (u): 119.16
2S+1: 2
Expectation value of S²: 0.756
Highest occupied orbital energy (spin up / spin down) (eV): -14.21 / -14.21

Each line ends with the natural charge from an NBO analysis.
Atoms and positions in Å:
C  1.76  0.46  0.77  -0.658
C  0.51  -0.42  0.56  -0.124
C  -0.72  0.58  0.67  -0.394
C  -2.04  0.00  0.21  -0.205
O  -3.07  1.13  -0.20  -0.647
N  0.44  -1.28  -0.80  -0.091
C  1.49  -1.87  -0.35  0.122
O  0.23  1.29  -2.10  -0.932
H  1.71  1.16  1.59  0.280
H  2.71  -0.07  0.73  0.221
H  1.79  1.16  -0.07  0.269
H  0.40  -1.13  1.39  0.246
H  -0.46  1.36  -0.04  0.275
H  -0.72  0.81  1.73  0.247
H  -1.84  -0.49  -0.74  0.208
H  -2.36  -0.81  0.89  0.210
H  -3.16  0.61  0.65  0.473
H  -0.01  0.41  -1.80  0.451
H  1.47  -2.84  0.15  0.276
H  2.48  -1.70  -0.79  0.279
H  -0.61  1.64  -2.45  0.494


x.
# C5H13NO2

2 unconnected molecules or ions with the total composition C5H13NO2 (ωB97M-V/def2-TZVPD, the Open Molecules 2025 dataset).

Summary:
Net charge: +1
LUMO (spin up / spin down) (Ha): -0.13679 / -0.32529
Orbital gap (spin up / spin down) (eV): 11.133 / 6.000
Molar mass (u): 119.16
2S+1: 2
Expectation value of S²: 0.785
Highest occupied orbital energy (spin up / spin down) (eV): -14.85 / -14.85

Each line ends with the natural charge from an NBO analysis.
Atoms and positions in Å:
C  0.84  0.54  -2.10  -0.495
N  1.03  -0.78  -1.49  -0.258
C  0.70  -1.10  -0.18  0.620
C  -0.09  -0.01  0.65  -0.323
C  -0.81  -0.97  1.73  -0.582
C  0.73  0.96  1.44  -0.634
O  1.09  -2.19  0.26  -0.284
H  1.20  0.71  -3.24  0.288
H  1.38  1.31  -1.53  0.282
H  -0.20  0.82  -1.95  0.270
H  1.61  -1.34  -2.14  0.452
H  -1.06  0.21  0.01  0.271
H  -0.12  -1.44  2.36  0.225
H  -1.40  -0.18  2.50  0.221
H  -1.56  -1.59  1.42  0.219
H  1.40  0.52  2.17  0.245
H  0.18  1.71  1.92  0.261
H  1.26  1.63  0.82  0.217
H  -3.29  2.45  0.38  0.483
H  -2.97  1.83  -0.95  0.463
O  -2.57  2.47  -0.33  -0.941


Of them, the most stable is x and the least stable is w.


w.
# C3H4O3

C3H4O3 in the gas phase (ωB97M-V/def2-TZVPD, the Open Molecules 2025 dataset).

Summary:
LUMO (Ha): 0.02660
Orbital gap (eV): 9.720
Molar mass (u): 88.06
Highest occupied orbital energy (eV): -9.00

Each line ends with the natural charge from an NBO analysis.
Atoms and positions in Å:
C  -0.53  -0.06  -0.22  -0.442
C  -1.20  0.11  0.94  0.159
C  0.84  0.61  -0.06  0.325
O  -0.51  0.67  1.96  -0.202
O  0.61  1.19  1.44  -0.285
O  2.04  -0.09  -0.17  -0.680
H  -0.91  -0.51  -1.11  0.241
H  -2.11  -0.47  1.18  0.216
H  1.13  1.62  -0.37  0.191
H  1.82  -1.10  -0.25  0.478


x.
# C3H4O3

A molecular structure, C3H4O3 (ωB97M-V/def2-TZVPD, the Open Molecules 2025 dataset).

Summary:
LUMO (Ha): 0.02758
Orbital gap (eV): 11.301
Molar mass (u): 88.06
Highest occupied orbital energy (eV): -10.55

Each line ends with the natural charge from an NBO analysis.
Atoms and positions in Å:
O  -1.27  -1.01  0.45  -0.692
C  -0.42  -0.25  -0.37  -0.041
C  -0.10  1.17  0.14  -0.093
O  1.30  0.81  0.32  -0.476
C  1.06  -0.48  -0.02  0.760
O  1.78  -1.43  0.09  -0.540
H  -0.94  -1.91  0.39  0.485
H  -0.73  -0.37  -1.41  0.196
H  -0.56  1.37  1.11  0.204
H  -0.18  2.03  -0.53  0.197


y.
# C3H4O3

C3H4O3 in the gas phase (ωB97M-V/def2-TZVPD, the Open Molecules 2025 dataset).

Summary:
LUMO (spin up / spin down) (Ha): 0.01552 / 0.01550
Orbital gap (spin up / spin down) (eV): 7.756 / 7.755
Molar mass (u): 88.06
Highest occupied orbital energy (spin up / spin down) (eV): -7.33 / -7.33

Each line ends with the natural charge from an NBO analysis.
Atoms and positions in Å:
C  -2.04  -0.03  -0.08  -0.249
C  1.56  0.29  0.09  0.637
C  -0.99  0.76  -0.62  0.201
O  -1.85  1.36  0.16  -0.458
O  0.47  0.91  0.16  -0.506
O  2.71  0.93  -0.10  -0.662
H  -2.83  -0.44  -0.81  0.193
H  -1.72  -0.64  0.69  0.174
H  1.75  -0.79  0.14  0.153
H  2.58  1.92  -0.34  0.517


z.
# C3H4O3

C3H4O3 in the gas phase (ωB97M-V/def2-TZVPD, the Open Molecules 2025 dataset).

Summary:
LUMO (Ha): 0.02229
Orbital gap (eV): 8.912
Molar mass (u): 88.06
Highest occupied orbital energy (eV): -8.31

Each line ends with the natural charge from an NBO analysis.
Atoms and positions in Å:
C  0.36  0.04  0.24  0.114
C  -0.82  -0.63  0.35  0.454
C  0.97  1.12  -0.56  -0.658
O  1.06  -1.06  0.80  -0.215
O  -0.17  -1.69  1.04  -0.232
O  -2.07  -0.62  -0.11  -0.665
H  1.71  1.74  0.09  0.228
H  1.46  0.38  -1.27  0.240
H  0.23  1.72  -0.94  0.235
H  -2.74  -1.00  0.37  0.501


Of them, the most stable is x and the least stable is y.


w.
# C3H4O3

C3H4O3 in the gas phase (ωB97M-V/def2-TZVPD, the Open Molecules 2025 dataset).

Summary:
LUMO (Ha): 0.01962
Orbital gap (eV): 11.286
Molar mass (u): 88.06
Highest occupied orbital energy (eV): -10.75

Each line ends with the natural charge from an NBO analysis.
Atoms and positions in Å:
C  0.44  0.57  0.41  0.951
C  -0.13  -0.73  -1.37  -0.112
C  -0.76  -1.24  0.04  -0.095
H  -1.08  -0.29  -2.04  0.196
H  0.81  -1.26  -2.03  0.230
H  -1.74  -1.34  -0.33  0.192
H  -0.27  -2.28  0.34  0.177
O  0.57  1.55  1.18  -0.572
O  0.60  0.38  -0.87  -0.488
O  -0.54  -0.23  0.89  -0.478


x.
# C3H4O3

A molecular structure, C3H4O3 (ωB97M-V/def2-TZVPD, the Open Molecules 2025 dataset).

Summary:
LUMO (Ha): 0.02660
Orbital gap (eV): 11.329
Molar mass (u): 88.06
Highest occupied orbital energy (eV): -10.60

Each line ends with the natural charge from an NBO analysis.
Atoms and positions in Å:
O  1.60  -0.45  0.32  -0.722
C  0.41  -0.02  -0.49  -0.133
C  -0.93  -0.79  -0.21  -0.097
O  -1.53  0.41  0.36  -0.474
C  -0.35  1.08  0.27  0.758
O  -0.01  2.07  0.84  -0.536
H  1.94  0.39  0.64  0.480
H  1.28  -0.01  -1.19  0.309
H  -0.78  -1.53  0.60  0.209
H  -1.57  -1.20  -0.99  0.206


y.
# C3H4O3

2 unconnected molecules or ions with the total composition C3H4O3 (ωB97M-V/def2-TZVPD, the Open Molecules 2025 dataset).

Summary:
LUMO (Ha): 0.02978
Orbital gap (eV): 11.005
Molar mass (u): 88.06
Highest occupied orbital energy (eV): -10.20

Each line ends with the natural charge from an NBO analysis.
Atoms and positions in Å:
O  -0.99  3.14  0.45  -0.509
C  -1.29  2.21  -0.18  1.047
O  -1.64  1.31  -0.83  -0.541
C  0.09  -1.40  -0.02  -0.727
C  1.13  -0.34  0.21  0.455
O  0.90  0.81  0.51  -0.541
H  -0.91  -0.99  0.14  0.240
H  0.18  -1.78  -1.05  0.238
H  0.28  -2.24  0.65  0.234
H  2.18  -0.68  0.08  0.104


Of them, the most stable is y and the least stable is x.